(1)
Formula: C8H10NOP
Source: OMol25
Level of theory: ωB97M-V/def2-TZVPD

```
! RIJCOSX wB97M-V def2-TZVPD def2/J DEFGRID3
* xyz 0 1
H 2.162 -2.263 -0.903
N 1.464 -1.877 -0.348
C 1.110 -0.702 -0.505
P 2.176 0.702 -1.256
C 1.204 2.293 -0.777
C -0.099 2.604 -0.911
C -1.107 1.617 -1.180
C -1.149 0.383 -0.684
C -0.109 -0.215 0.253
C -0.698 -1.327 1.042
C -0.654 -1.654 2.322
O -1.163 -2.848 2.857
H 1.657 0.416 -2.472
H 1.862 3.054 -0.466
H -0.336 3.640 -0.635
H -1.896 1.953 -1.780
H -2.130 -0.114 -0.809
H 0.436 0.696 0.699
H -1.112 -2.070 0.349
H -0.661 -0.887 3.058
H -0.956 -3.403 2.148
*
```

Computed properties:
E_HOMO: -8.87 eV
LUMO level: 0.40 eV
total energy: -782.0455 Eh
Kohn-Sham gap: 9.267 eV
SMILES: [H]/N=C1\PC=CC=C[C@H]1/C=C/O
largest force on an atom: 0.0532 hartree/bohr

=====

(2)
Formula: C8H10NP
Source: OMol25
Level of theory: ωB97M-V/def2-TZVPD

```
! RIJCOSX wB97M-V def2-TZVPD def2/J DEFGRID3
* xyz 0 3
C 2.527 -0.736 0.046
C 0.159 -1.544 -0.562
C 3.055 0.466 0.003
C -0.311 1.433 -0.670
C 1.142 -0.625 -0.390
C 0.916 0.828 -0.544
C -1.152 -1.161 -1.094
C -2.268 0.487 1.146
N 2.187 1.414 -0.427
P -1.898 0.586 -0.661
H 3.038 -1.716 0.199
H 0.373 -2.552 -0.289
H 4.064 0.813 0.112
H -0.403 2.913 -0.202
H -0.926 -1.142 -2.104
H -2.040 -1.940 -0.978
H -1.409 0.917 1.728
H -2.410 -0.395 1.663
H -3.199 0.996 1.306
H 2.444 2.327 -0.497
*
```

Computed properties:
E_HOMO (spin up / spin down): -5.26 / -8.41 eV
LUMO level (spin up / spin down): 0.92 / -1.40 eV
total energy: -706.7354 Eh
⟨S²⟩: 2.02
Kohn-Sham gap (spin up / spin down): 6.174 / 7.006 eV
largest force on an atom: 0.1104 hartree/bohr

=====

(3)
Formula: C8H10O2
Source: OMol25
Level of theory: ωB97M-V/def2-TZVPD

```
! RIJCOSX wB97M-V def2-TZVPD def2/J DEFGRID3
* xyz 0 1
C -1.831 1.564 -1.910
C -0.833 1.132 -1.349
C 0.322 0.306 -0.996
O 0.995 -0.003 -2.117
C 1.297 0.988 -0.040
C 1.401 0.632 1.249
C 0.531 -0.311 1.980
C -0.618 -0.823 1.147
C -0.210 -1.107 -0.298
O -1.328 -1.716 -1.061
H -2.692 1.840 -2.447
H 1.007 0.780 -2.608
H 1.920 1.945 -0.400
H 2.109 1.023 1.886
H 1.340 -1.127 2.026
H 0.275 0.096 2.986
H -1.001 -1.781 1.567
H -1.301 -0.074 1.174
H 0.688 -1.813 -0.358
H -2.072 -1.549 -0.433
*
```

Computed properties:
E_HOMO: -9.31 eV
LUMO level: 0.90 eV
total energy: -461.1697 Eh
Kohn-Sham gap: 10.211 eV
SMILES: C#C[C@@]1(O)C=CCC[C@H]1O
largest force on an atom: 0.0705 hartree/bohr

=====

(4)
Formula: C8H10O2
Source: OMol25
Level of theory: ωB97M-V/def2-TZVPD

```
! RIJCOSX wB97M-V def2-TZVPD def2/J DEFGRID3
* xyz 0 1
C 1.114 -1.097 0.252
C 0.521 0.140 0.136
C 1.216 1.359 -0.032
C 2.594 1.182 -0.371
C 3.227 -0.132 -0.094
C 2.464 -1.252 0.194
H 0.482 -2.102 0.571
H -0.619 0.150 0.363
H 0.657 2.422 0.267
H 3.309 2.007 -0.565
H 4.364 -0.092 -0.521
H 2.857 -2.157 0.422
C -2.135 0.348 1.253
C -2.593 -0.150 -0.165
O -3.706 0.126 -0.572
O -1.532 -0.510 -0.772
H -3.092 0.269 1.933
H -1.243 -0.349 1.703
H -1.643 1.389 1.186
H -1.624 -0.857 -1.648
*
```

Computed properties:
E_HOMO: -9.00 eV
LUMO level: 0.53 eV
total energy: -461.1693 Eh
Kohn-Sham gap: 9.523 eV
SMILES: c1ccccc1.CC(=O)O
largest force on an atom: 0.1056 hartree/bohr

=====

(5)
Formula: C8H10O3
Source: OMol25
Level of theory: ωB97M-V/def2-TZVPD

```
! RIJCOSX wB97M-V def2-TZVPD def2/J DEFGRID3
* xyz 0 1
C 1.029 1.516 -1.085
C 1.098 0.292 -0.133
C 2.612 0.144 0.361
O 0.790 -0.946 -0.863
C -0.106 -1.660 -0.086
C -1.552 -1.346 -0.543
C -1.925 -0.061 -0.530
C -1.255 0.820 0.406
O -1.644 1.951 0.503
C 0.013 0.226 0.928
O 0.008 -1.124 1.178
H 1.558 1.257 -2.083
H 1.533 2.342 -0.524
H -0.004 1.677 -1.387
H 2.737 0.875 1.128
H 3.422 -0.008 -0.369
H 2.788 -0.727 0.988
H 0.092 -2.711 -0.234
H -2.207 -2.168 -0.717
H -2.799 0.173 -1.167
H 0.159 0.646 1.910
*
```

Computed properties:
E_HOMO: -9.30 eV
LUMO level: -0.02 eV
total energy: -536.4646 Eh
Kohn-Sham gap: 9.278 eV
SMILES: CC1(C)O[C@@H]2C=CC(=O)[C@H]1O2
largest force on an atom: 0.0618 hartree/bohr

=====

(6)
Formula: C8H10O5PTi
Source: OMol25
Level of theory: ωB97M-V/def2-TZVPD

```
! RIJCOSX wB97M-V def2-TZVPD def2/J DEFGRID3
* xyz 3 1
O -1.328 -4.162 -2.485
C -0.330 -3.865 -2.007
Ti -0.758 0.634 0.135
O 1.945 -1.195 0.144
C 0.976 -0.544 0.165
C -1.851 2.672 -0.234
O -2.259 3.664 -0.645
C -1.343 0.010 2.086
O -1.412 -0.607 3.071
C 0.325 1.275 -1.643
O 0.997 1.659 -2.501
H -0.874 -0.981 -0.169
C 0.197 3.615 1.818
P 0.835 1.983 1.364
C 2.425 2.352 0.563
C 1.433 1.304 2.937
H -0.009 4.217 0.926
H 0.969 4.098 2.434
H -0.726 3.508 2.395
H 2.981 3.034 1.221
H 3.003 1.431 0.422
H 2.275 2.825 -0.411
H 2.050 2.070 3.422
H 0.602 1.031 3.591
H 2.042 0.413 2.756
*
```

Computed properties:
E_HOMO: -20.79 eV
LUMO level: -16.37 eV
total energy: -1876.5254 Eh
Kohn-Sham gap: 4.420 eV
largest force on an atom: 0.1602 hartree/bohr

=====

(7)
Formula: C8H10O6PPd
Source: OMol25
Level of theory: ωB97M-V/def2-TZVPD

```
! RIJCOSX wB97M-V def2-TZVPD def2/J DEFGRID3
* xyz 1 3
O 1.360 1.573 -6.000
C 1.242 0.869 -5.094
Pd -0.441 -0.298 -2.730
O -0.917 2.495 -3.966
C -0.600 1.444 -3.644
C -1.673 -0.241 -1.193
O -2.489 -0.254 -0.379
C 1.415 -0.654 -1.894
O 1.647 -1.612 -1.205
C -0.854 -1.923 -3.725
O -1.127 -2.925 -4.227
H 2.224 0.144 -2.006
C 1.210 0.677 3.561
P 0.246 0.324 2.063
C 0.099 -1.488 2.064
C -1.399 0.982 2.407
O 0.837 0.839 0.802
H 2.214 0.240 3.468
H 0.675 0.218 4.407
H 1.274 1.765 3.700
H -0.129 -1.852 3.072
H -0.684 -1.803 1.366
H 1.060 -1.905 1.736
H -1.593 1.794 1.697
H -2.159 0.209 2.298
H -1.437 1.381 3.424
*
```

Computed properties:
E_HOMO (spin up / spin down): -12.86 / -12.93 eV
LUMO level (spin up / spin down): -4.18 / -7.41 eV
total energy: -1231.1877 Eh
⟨S²⟩: 2.01
Kohn-Sham gap (spin up / spin down): 8.676 / 5.511 eV
largest force on an atom: 0.1241 hartree/bohr

=====

(8)
Formula: C8H10OS
Source: OMol25
Level of theory: ωB97M-V/def2-TZVPD

```
! RIJCOSX wB97M-V def2-TZVPD def2/J DEFGRID3
* xyz 0 1
C 2.294 -0.867 0.587
C 1.836 -1.151 -0.638
C 1.455 0.133 -1.385
C 0.043 0.650 -1.028
C -1.123 0.428 -1.628
S 0.156 1.855 0.366
C -1.129 1.457 1.469
C -2.019 0.423 1.529
C -1.736 -0.881 0.930
O -2.454 -1.861 0.878
H 2.633 -1.605 1.193
H 2.398 0.073 1.015
H 1.755 -2.114 -1.001
H 2.222 0.823 -1.173
H 1.497 -0.096 -2.407
H -1.064 -0.233 -2.393
H -1.886 0.987 -1.205
H -1.380 2.351 2.126
H -2.863 0.441 2.145
H -0.634 -0.813 0.620
*
```

Computed properties:
E_HOMO: -8.67 eV
LUMO level: 0.00 eV
total energy: -784.1252 Eh
Kohn-Sham gap: 8.674 eV
SMILES: C=CCC(=C)S/C=C\C=O
largest force on an atom: 0.0922 hartree/bohr

=====

(9)
Formula: C8H10S
Source: OMol25
Level of theory: ωB97M-V/def2-TZVPD

```
! RIJCOSX wB97M-V def2-TZVPD def2/J DEFGRID3
* xyz 0 1
C 1.539 1.565 -0.172
C 0.305 0.771 0.232
C -0.999 1.402 0.484
C -2.181 0.800 0.227
C -2.247 -0.629 0.044
C -1.072 -1.258 -0.170
C 0.236 -0.741 0.019
C 1.433 -1.589 -0.494
S 0.574 -0.331 1.818
H 2.339 0.831 -0.434
H 1.916 2.006 0.744
H 1.308 2.305 -0.975
H -1.001 2.487 0.791
H -3.180 1.196 0.386
H -3.124 -1.200 -0.285
H -1.079 -2.339 -0.376
H 2.371 -1.166 -0.153
H 1.595 -1.566 -1.610
H 1.266 -2.543 -0.075
*
```

Computed properties:
E_HOMO: -8.03 eV
LUMO level: 0.48 eV
total energy: -708.9488 Eh
Kohn-Sham gap: 8.511 eV
SMILES: C[C@@]12C=CC=C[C@]1(C)S2
largest force on an atom: 0.0532 hartree/bohr

=====

(10)
Formula: C8H11BCeF3O3
Source: OMol25
Level of theory: ωB97M-V/def2-TZVPD

```
! RIJCOSX wB97M-V def2-TZVPD def2/J DEFGRID3
* xyz 2 2
O -0.355 1.040 2.474
C -0.569 2.022 1.814
C -1.665 2.128 0.752
B -1.668 0.881 -0.271
O -2.551 -0.281 0.047
C -1.856 -1.458 -0.403
C -0.368 -0.926 -0.269
C 0.823 -1.851 -0.633
C 1.994 -1.079 -1.318
C 2.773 -0.200 -0.369
F 3.681 -0.800 0.428
C 2.687 1.106 -0.258
F 1.909 1.864 -0.987
F 3.425 1.770 0.588
O -0.397 0.367 -0.784
H 0.043 2.934 2.023
H -2.629 2.254 1.284
H -1.515 3.064 0.186
H -2.193 1.353 -1.274
H -2.106 -1.813 -1.422
H -2.198 -2.223 0.397
H -0.297 -0.749 0.850
H 0.470 -2.663 -1.297
H 1.220 -2.268 0.311
H 2.698 -1.820 -1.732
H 1.559 -0.424 -2.089
Ce -2.916 -2.227 1.952
*
```

Computed properties:
E_HOMO (spin up / spin down): -14.04 / -14.04 eV
LUMO level (spin up / spin down): -11.20 / -10.80 eV
total energy: -1335.8250 Eh
⟨S²⟩: 0.81
Kohn-Sham gap (spin up / spin down): 2.837 / 3.234 eV
largest force on an atom: 0.0987 hartree/bohr

=====

(11)
Formula: C8H11BO2
Source: OMol25
Level of theory: ωB97M-V/def2-TZVPD

```
! RIJCOSX wB97M-V def2-TZVPD def2/J DEFGRID3
* xyz 0 1
C -1.435 -2.496 -2.048
C -1.817 -1.060 -1.634
C -0.828 -0.503 -0.617
C 0.569 -0.572 -0.803
C 1.438 0.145 -0.034
C 0.949 0.982 0.967
B 1.872 1.799 2.009
O 1.841 3.176 2.085
O 2.793 1.108 2.848
C -0.386 1.028 1.217
C -1.269 0.265 0.458
H -2.141 -2.820 -2.784
H -1.463 -3.259 -1.211
H -0.432 -2.567 -2.517
H -1.777 -0.404 -2.525
H -2.833 -1.040 -1.238
H 0.947 -1.191 -1.603
H 2.516 0.035 -0.166
H 1.298 3.683 1.423
H 3.185 1.814 3.411
H -0.713 1.586 2.066
H -2.313 0.289 0.695
*
```

Computed properties:
E_HOMO: -9.00 eV
LUMO level: 0.53 eV
total energy: -486.8777 Eh
Kohn-Sham gap: 9.537 eV
SMILES: CCc1ccc(B(O)O)cc1
largest force on an atom: 0.0492 hartree/bohr

=====

(12)
Formula: C8H11BrN2O2
Source: OMol25
Level of theory: ωB97M-V/def2-TZVPD

```
! RIJCOSX wB97M-V def2-TZVPD def2/J DEFGRID3
* xyz 0 1
C -1.424 2.400 -0.897
C -2.151 1.855 0.352
N -2.110 0.409 0.490
C -1.149 -0.373 0.045
C -0.926 -1.641 0.488
C 0.133 -2.561 0.134
C 1.455 -2.462 -0.337
C 2.520 -1.545 -0.442
C 2.800 -0.228 -0.222
Br 4.375 0.682 -0.681
N 1.803 0.540 0.515
O 1.599 1.767 0.316
O 1.073 -0.076 1.243
H -1.666 3.452 -0.964
H -0.402 2.546 -0.579
H -1.482 1.897 -1.821
H -1.402 2.197 1.154
H -3.170 2.150 0.554
H -2.766 -0.024 1.141
H -0.356 0.210 -0.517
H -1.801 -2.168 0.867
H -0.040 -3.479 0.567
H 1.737 -3.515 -0.532
H 3.350 -2.032 -0.875
*
```

Computed properties:
E_HOMO (spin up / spin down): -7.38 / -7.38 eV
LUMO level (spin up / spin down): -0.46 / -0.46 eV
total energy: -3145.2237 Eh
Kohn-Sham gap (spin up / spin down): 6.920 / 6.919 eV
SMILES: CCN/C=C/C=C\C=C(\Br)[N+](=O)[O-]
largest force on an atom: 0.0800 hartree/bohr